C4H8O2 in the gas phase, computed with the ωB97M-V functional and the def2-TZVPD basis.

```
! RIJCOSX wB97M-V def2-TZVPD def2/J DEFGRID3
* xyz 0 1
C -0.61 2.14 -0.20
C -0.49 0.65 -0.07
O 0.91 0.30 -0.04
C 1.25 -0.94 0.10
C 0.36 -2.12 0.22
O 0.86 -3.28 0.33
H -0.13 2.49 -1.12
H -0.15 2.65 0.65
H -1.67 2.42 -0.24
H -0.95 0.27 0.86
H -0.95 0.11 -0.91
H 2.33 -1.08 0.10
H -0.35 -1.88 -0.66
H -0.41 -1.74 0.99
*
```

Output
HOMO-LUMO gap (spin up / spin down): 7.37 / 7.37 eV
lowest unoccupied orbital energy (spin up / spin down): -0.41 / -0.41 eV



A molecular structure, C4H8O2, computed with the ωB97M-V functional and the def2-TZVPD basis.

```
! RIJCOSX wB97M-V def2-TZVPD def2/J DEFGRID3
* xyz 0 1
O -2.24 0.05 -1.10
C -0.88 0.12 -1.53
C 0.08 0.67 -0.52
C 0.53 -0.17 0.51
C 0.94 -0.15 1.90
O 0.00 -1.11 1.34
H -2.25 -0.40 -0.25
H -0.54 -0.89 -1.84
H -0.89 0.74 -2.42
H 1.30 -0.23 -0.58
H 0.18 1.74 -0.36
H 1.68 -1.10 -0.10
H 0.50 0.58 2.57
H 1.90 -0.57 2.18
*
```

Output
HOMO-LUMO gap: 8.67 eV
lowest unoccupied orbital energy: 0.64 eV



A molecular structure, C4H8O2, computed with the ωB97M-V functional and the def2-TZVPD basis.

```
! RIJCOSX wB97M-V def2-TZVPD def2/J DEFGRID3
* xyz 0 1
C -0.74 0.64 -0.62
C -0.88 0.11 0.80
C 0.43 -0.61 1.16
O 1.44 0.07 0.41
C 1.14 0.04 -0.90
O 0.91 -1.08 -1.55
H -1.60 0.40 -1.26
H -0.58 1.72 -0.70
H -0.11 -0.33 -1.40
H -1.73 -0.58 0.89
H -1.06 0.93 1.51
H 0.71 -0.52 2.21
H 0.41 -1.67 0.87
H 1.64 0.87 -1.41
*
```

Output
HOMO-LUMO gap: 9.98 eV
lowest unoccupied orbital energy: 0.94 eV



C4H8O2 in the gas phase, computed with the ωB97M-V functional and the def2-TZVPD basis.

```
! RIJCOSX wB97M-V def2-TZVPD def2/J DEFGRID3
* xyz 0 1
O 0.95 -0.96 -1.53
C 0.52 0.20 -0.86
C -0.99 0.15 -0.52
C -1.00 -0.10 1.00
O 0.31 -0.54 1.32
C 1.15 0.29 0.53
H 0.85 -1.69 -0.91
H 0.78 1.04 -1.51
H -1.45 -0.67 -1.08
H -1.51 1.08 -0.79
H -1.71 -0.86 1.33
H -1.21 0.84 1.54
H 1.15 1.32 0.93
H 2.17 -0.11 0.55
*
```

Output
HOMO-LUMO gap: 10.83 eV
lowest unoccupied orbital energy: 1.00 eV
SMILES string: O[C@H]1CCOC1



C4H8O2 in the gas phase, computed with the ωB97M-V functional and the def2-TZVPD basis.

```
! RIJCOSX wB97M-V def2-TZVPD def2/J DEFGRID3
* xyz 0 1
C -1.53 -0.17 0.20
C -0.26 -0.75 -0.47
O -0.42 -1.12 -1.81
C 0.87 0.26 -0.37
O 1.31 0.76 -1.40
C 1.34 0.71 0.98
H -1.41 -0.06 1.29
H -2.36 -0.87 0.05
H -1.78 0.79 -0.24
H -0.11 -1.63 0.16
H 0.02 -0.42 -2.32
H 0.81 1.63 1.23
H 2.41 0.92 0.95
H 1.11 -0.04 1.75
*
```

Output
HOMO-LUMO gap: 11.04 eV
lowest unoccupied orbital energy: 0.88 eV
SMILES string: CC(=O)[C@@H](C)O



C4H8O2 in the gas phase at a distorted geometry, computed with the ωB97M-V functional and the def2-TZVPD basis.

```
! RIJCOSX wB97M-V def2-TZVPD def2/J DEFGRID3
* xyz 0 1
C 1.56 1.01 -0.29
C 0.08 0.62 -0.37
C -0.38 -0.92 -0.68
C -1.23 -0.40 1.18
H 1.77 0.58 -1.23
H 2.02 0.45 0.61
H 2.00 2.01 -0.24
H -0.46 1.09 -1.12
H -0.32 -1.06 -1.78
H 0.26 -1.73 -0.41
H -2.22 -0.52 1.74
H -0.69 -1.15 1.90
O -1.54 -0.93 0.02
O -0.85 0.94 0.69
*
```

Output
HOMO-LUMO gap: 10.82 eV
lowest unoccupied orbital energy: 1.01 eV
SMILES string: C[C@H]1COCO1



C4H8O2 in the gas phase, computed with the ωB97M-V functional and the def2-TZVPD basis.

```
! RIJCOSX wB97M-V def2-TZVPD def2/J DEFGRID3
* xyz 0 1
O 2.00 0.71 -0.38
C 1.03 0.25 0.53
C -0.36 0.94 0.47
C -0.98 -0.38 -0.06
O -1.25 -0.37 -1.45
C 0.36 -1.11 0.20
H 1.61 0.64 -1.26
H 1.51 0.29 1.51
H -0.41 1.77 -0.25
H -0.74 1.27 1.43
H -1.84 -0.76 0.51
H -2.02 0.18 -1.59
H 0.75 -1.60 -0.69
H 0.33 -1.82 1.03
*
```

Output
HOMO-LUMO gap: 10.88 eV
lowest unoccupied orbital energy: 0.88 eV
SMILES string: O[C@H]1C[C@@H](O)C1



C4H8O2 in the gas phase at a distorted geometry, computed with the ωB97M-V functional and the def2-TZVPD basis.

```
! RIJCOSX wB97M-V def2-TZVPD def2/J DEFGRID3
* xyz 0 1
C 1.96 -0.50 1.22
O 0.78 0.22 0.97
C -0.16 -0.53 0.25
C -1.40 0.32 0.03
C -1.60 0.78 -1.49
O -2.28 -0.26 -0.89
H 1.77 -1.40 1.83
H 2.44 -0.82 0.28
H 2.64 0.16 1.76
H -0.42 -1.47 0.78
H 0.24 -0.84 -0.74
H -1.37 1.43 -0.01
H -0.72 0.64 -2.09
H -2.27 1.61 -1.76
*
```

Output
HOMO-LUMO gap: 9.93 eV
lowest unoccupied orbital energy: 1.04 eV
SMILES string: COC[C@H]1CO1



C4H8O2 in the gas phase at a distorted geometry, computed with the ωB97M-V functional and the def2-TZVPD basis.

```
! RIJCOSX wB97M-V def2-TZVPD def2/J DEFGRID3
* xyz 0 1
C -2.07 0.65 -0.14
O -1.00 -0.13 -0.62
C -0.21 -0.55 0.47
C 1.23 -0.83 0.18
C 1.92 0.08 -0.72
O 1.95 0.40 0.64
H -2.75 0.06 0.50
H -1.70 1.50 0.45
H -2.63 1.03 -1.00
H -0.74 -1.30 1.07
H 0.10 0.32 1.06
H 1.69 -1.74 0.57
H 1.30 0.69 -1.37
H 2.90 -0.20 -1.09
*
```

Output
HOMO-LUMO gap: 10.81 eV
lowest unoccupied orbital energy: 1.10 eV
SMILES string: COC[C@H]1CO1



3 unconnected molecules or ions with the total composition C4H8O2, computed with the ωB97M-V functional and the def2-TZVPD basis.

```
! RIJCOSX wB97M-V def2-TZVPD def2/J DEFGRID3
* xyz 0 1
C -1.56 -1.12 0.04
C -2.02 0.07 -0.32
O 0.63 1.53 -0.82
C 0.75 1.75 0.36
C 1.93 -0.95 -0.16
O 1.35 -1.59 0.69
H -1.72 -1.53 1.04
H -0.97 -1.74 -0.63
H -1.83 0.47 -1.31
H -2.59 0.69 0.36
H 0.43 1.01 1.13
H 1.19 2.69 0.73
H 2.81 -0.32 0.09
H 1.61 -0.93 -1.21
*
```

Output
HOMO-LUMO gap: 10.44 eV
lowest unoccupied orbital energy: 0.61 eV
SMILES string: C=C.C=O.C=O



C4H8O2 in the gas phase at a distorted geometry, computed with the ωB97M-V functional and the def2-TZVPD basis.

```
! RIJCOSX wB97M-V def2-TZVPD def2/J DEFGRID3
* xyz 0 1
C 0.74 0.44 -0.22
C -0.17 1.51 -0.83
C 0.08 -0.83 0.07
C -0.03 -1.97 -0.58
O -0.85 -0.63 1.24
O -0.28 0.19 2.27
H -0.91 0.05 3.00
H 1.30 0.81 0.64
H 1.44 0.00 -1.01
H -0.66 -2.75 -0.19
H 0.50 -2.13 -1.50
H -0.89 1.82 -0.08
H -0.70 1.11 -1.69
H 0.42 2.37 -1.13
*
```

Output
HOMO-LUMO gap: 10.10 eV
lowest unoccupied orbital energy: 0.97 eV
SMILES string: C=C(CC)OO



C4H8O2 in the gas phase at a distorted geometry, computed with the ωB97M-V functional and the def2-TZVPD basis.

```
! RIJCOSX wB97M-V def2-TZVPD def2/J DEFGRID3
* xyz 0 1
C 0.03 1.83 -1.44
C -0.69 0.58 0.40
C -0.82 -0.88 0.81
C 0.51 -1.57 0.74
H 0.10 1.74 -2.51
H 0.99 2.09 -1.00
H -0.72 2.62 -1.20
H 0.15 1.03 0.94
H -1.63 1.12 0.65
H -1.54 -1.37 0.15
H -1.20 -1.00 1.84
H 0.50 -2.67 0.89
O -0.42 0.57 -0.98
O 1.56 -0.99 0.62
*
```

Output
HOMO-LUMO gap: 10.81 eV
lowest unoccupied orbital energy: 1.05 eV
SMILES string: COCCC=O



These records have electronic energy values of -307.55104 -307.44228 -307.55438 -307.66901 -307.68425 -307.56874 -307.65090 -307.53288 -307.59293 -307.58736 -307.54606 -307.65294 Ha, in the order they appear.